[1]
This record from the Open Molecules 2025 dataset describes C39H54As4F6MoO9PSi2 as an isolated structure. The level of theory is ωB97M-V with the def2-TZVPD basis set.

Element x y z (Å)
Mo -0.18 -0.45 0.73
C -2.47 2.94 -4.32
C -3.29 2.76 -3.18
C -3.06 1.78 -2.23
C -1.94 0.94 -2.39
C -1.07 1.23 -3.44
C -1.29 2.24 -4.34
P -1.81 -0.61 -1.47
C -3.50 -0.98 -0.95
C -3.89 -1.08 0.43
C -5.20 -1.32 0.84
C -6.16 -1.37 -0.17
C -5.81 -1.23 -1.50
C -4.50 -1.03 -1.88
C -1.18 -1.75 -2.79
C 0.16 -1.54 -3.18
C 0.68 -2.19 -4.28
C -0.14 -3.09 -4.98
C -1.53 -3.24 -4.65
C -2.07 -2.56 -3.51
H -2.87 3.52 -5.18
H -4.22 3.39 -3.14
H -3.83 1.54 -1.46
H -0.15 0.72 -3.68
H -0.57 2.31 -5.09
H -3.20 -0.81 1.19
H -5.50 -1.30 1.85
H -7.19 -1.52 0.15
H -6.59 -1.33 -2.22
H -4.31 -0.90 -2.95
H 0.83 -0.82 -2.53
H 1.73 -2.09 -4.54
H 0.37 -3.69 -5.74
H -2.20 -3.92 -5.22
H -3.09 -2.74 -3.24
F -1.40 -1.55 4.32
As -1.66 -3.00 3.42
F -1.60 -4.11 4.71
F -3.31 -2.64 3.45
F -1.81 -4.22 2.20
F -1.41 -1.73 1.89
F 0.06 -3.07 3.26
C 0.36 -5.96 1.10
Si 0.10 -4.83 -0.33
C -1.65 -4.41 -0.58
C 0.88 -5.42 -1.88
As 1.17 -2.66 0.30
Si 3.41 -3.10 0.77
C 4.24 -3.70 -0.71
C 3.28 -4.60 1.91
C 4.23 -1.75 1.74
H -0.58 -6.28 1.42
H 0.86 -5.44 1.88
H 0.95 -6.82 0.78
H -2.26 -5.17 -0.23
H -1.81 -4.35 -1.68
H -2.01 -3.52 -0.06
H 1.86 -5.73 -1.67
H 0.92 -4.56 -2.55
H 0.38 -6.32 -2.30
H 3.46 -4.22 -1.26
H 4.90 -4.48 -0.30
H 4.70 -3.04 -1.37
H 3.34 -5.55 1.38
H 2.48 -4.49 2.61
H 4.14 -4.69 2.65
H 4.06 -0.72 1.37
H 5.31 -1.81 1.64
H 4.01 -1.80 2.79
C 1.45 -0.81 3.41
O 0.85 -0.29 2.24
H 0.57 -0.79 4.16
H 2.18 -0.05 3.78
H 1.96 -1.77 3.29
C 2.82 -0.19 -1.14
O 2.29 0.84 -2.00
C 1.43 1.71 -1.48
O 1.38 2.83 -2.03
C 0.64 1.33 -0.28
C 0.40 2.57 0.49
As 0.09 4.10 -0.80
C -1.75 4.59 -0.61
C 1.07 5.44 0.07
C 2.00 4.97 0.90
As 2.28 3.04 1.09
C 1.99 2.79 3.05
C 3.04 5.76 1.56
O 2.82 6.91 1.92
O 4.14 5.02 1.83
C 5.29 5.68 2.39
C 0.90 6.90 -0.35
O 1.46 7.37 -1.28
O -0.09 7.59 0.22
C -0.71 7.03 1.43
C -0.60 2.56 1.61
O -0.91 3.53 2.25
O -1.28 1.39 1.73
C -2.04 1.17 2.96
H 2.45 -0.21 -0.10
H 3.93 -0.03 -1.16
H 2.63 -1.18 -1.63
H -1.75 5.67 -1.00
H -2.06 4.44 0.43
H -2.38 4.02 -1.25
H 2.06 3.79 3.51
H 2.77 2.10 3.30
H 0.97 2.40 3.30
H 5.02 6.72 2.53
H 6.16 5.49 1.77
H 5.47 5.26 3.36
H -1.26 6.16 1.22
H -1.50 7.76 1.68
H -0.03 6.94 2.32
H -2.89 0.56 2.76
H -2.47 2.10 3.33
H -1.37 0.69 3.68

Output
Gap between HOMO and LUMO (spin up / spin down)   5.87 / 5.51 eV
Charge   +2
E_LUMO (spin up / spin down)   -7.416 / -7.839 eV
DFT total energy   -346288.81253 eV
Multiplicity   4

These are the Löwdin partial charges, in e, on atoms 1 to 99: 1.352 -0.026 -0.093 -0.112 -0.345 -0.112 -0.068 1.046 -0.378 -0.083 -0.034 -0.040 -0.048 -0.128 -0.356 -0.160 -0.085 -0.048 -0.021 -0.081 0.131 0.135 0.127 0.093 0.105 0.031 0.100 0.121 0.114 0.124 0.092 0.119 0.117 0.123 0.092 -0.232 0.848 -0.168 -0.176 -0.211 -0.491 -0.265 -0.184 0.361 -0.209 -0.189 0.976 0.250 -0.185 -0.206 -0.200 0.023 -0.016 0.060 0.025 0.039 0.007 0.006 0.015 0.076 0.014 0.064 0.021 0.042 -0.001 0.076 0.031 0.049 0.022 -0.140 -0.495 0.112 0.089 0.056 -0.121 -0.015 -0.560 -0.032 -0.243 -0.539 1.478 -0.186 -0.262 -0.289 1.404 -0.213 -0.484 0.151 -0.099 0.011 -0.535 0.190 0.006 -0.015 -0.578 0.119 -0.172 0.028 0.001

=====

[2]
This record from the Open Molecules 2025 dataset describes C39H54N2NbO6S as an isolated structure. The level of theory is ωB97M-V with the def2-TZVPD basis set.

Element x y z (Å)
C -2.77 5.85 -0.48
C -3.01 5.02 -1.81
C -1.74 4.16 -2.05
C -1.65 3.50 -3.47
C -0.25 2.85 -3.81
C 0.60 2.45 -2.55
C 1.64 1.31 -2.85
Nb 3.51 1.35 -1.57
C 2.25 1.35 0.33
C 2.07 -0.06 1.05
C 0.58 -0.59 0.96
S 0.33 -1.94 -0.23
O 0.02 -3.19 0.45
O 1.45 -2.18 -1.11
O -0.94 -1.53 -1.19
O 5.33 1.16 -0.55
C 5.24 1.23 0.73
N 5.21 1.49 1.85
N 3.69 3.51 -1.65
C 4.97 3.98 -1.17
C 4.95 4.80 0.17
O 6.02 3.85 -1.71
C 3.56 4.04 -3.01
C 2.57 5.21 -3.34
O 4.22 3.65 -3.93
H -3.41 6.75 -0.41
H -3.02 5.19 0.38
H -1.69 6.09 -0.42
H -3.92 4.39 -1.64
H -3.16 5.70 -2.68
H -1.76 3.31 -1.31
H -0.79 4.71 -1.82
H -1.91 4.29 -4.22
H -2.44 2.72 -3.59
H -0.39 1.90 -4.38
H 0.29 3.59 -4.45
H 1.04 3.35 -2.05
H -0.13 2.03 -1.81
H 1.90 1.39 -3.94
H 1.12 0.33 -2.72
H 4.45 1.13 -3.13
H 3.40 -0.47 -1.54
H 1.20 1.64 0.04
H 2.57 2.14 1.06
H 2.75 -0.81 0.60
H 2.34 -0.01 2.13
H -0.15 0.21 0.70
H 0.28 -0.97 1.96
H -0.51 -1.28 -2.04
H 5.40 5.81 0.04
H 5.52 4.28 0.97
H 3.90 4.94 0.50
H 2.18 4.97 -4.35
H 3.21 6.12 -3.41
H 1.76 5.31 -2.60
C -3.87 -2.16 -5.39
C -4.28 -1.41 -6.49
C -3.72 -0.17 -6.74
C -2.73 0.33 -5.89
C -2.32 -0.42 -4.80
C -2.89 -1.66 -4.54
H -4.31 -3.13 -5.20
H -5.04 -1.80 -7.15
H -4.04 0.41 -7.59
H -2.29 1.30 -6.09
H -1.55 -0.03 -4.14
H -2.57 -2.24 -3.68
C 0.67 -1.02 7.28
C 1.95 -1.00 6.75
C 2.19 -1.54 5.49
C 1.14 -2.08 4.75
C -0.14 -2.09 5.28
C -0.38 -1.57 6.55
H 0.48 -0.61 8.27
H 2.77 -0.58 7.32
H 3.19 -1.53 5.08
H 1.33 -2.49 3.77
H -0.96 -2.51 4.71
H -1.38 -1.58 6.96
C -2.49 -3.92 8.36
C -3.69 -4.59 8.56
C -4.20 -4.75 9.84
C -3.50 -4.23 10.93
C -2.30 -3.57 10.74
C -1.79 -3.41 9.45
H -2.09 -3.80 7.36
H -4.24 -4.98 7.71
H -5.13 -5.27 10.00
H -3.90 -4.35 11.93
H -1.76 -3.16 11.58
H -0.85 -2.90 9.30
C -0.49 -4.59 -2.51
C 0.79 -4.58 -3.04
C 1.02 -5.12 -4.30
C -0.03 -5.66 -5.03
C -1.32 -5.66 -4.50
C -1.54 -5.13 -3.23
H -0.67 -4.17 -1.52
H 1.61 -4.15 -2.48
H 2.02 -5.12 -4.72
H 0.14 -6.07 -6.02
H -2.14 -6.08 -5.07
H -2.54 -5.14 -2.82

Output
Gap between HOMO and LUMO   7.44 eV
Charge   -1
E_LUMO   1.971 eV
DFT total energy   -68965.82642 eV

These are the Löwdin partial charges, in e, on atoms 1 to 99: -0.122 -0.250 -0.246 -0.203 -0.200 -0.318 -0.359 1.657 -0.333 -0.297 -0.217 0.628 -0.319 -0.330 -0.194 -0.286 -0.554 0.114 -0.100 -0.555 -0.016 0.080 -0.556 -0.011 0.053 0.061 0.069 0.064 0.105 0.098 0.111 0.102 0.103 0.102 0.082 0.097 0.063 0.083 0.046 0.018 -0.079 -0.069 0.020 0.039 0.060 0.094 0.096 0.085 0.069 0.077 0.071 0.067 0.073 0.085 0.059 -0.094 -0.103 -0.101 -0.093 -0.085 -0.081 0.098 0.096 0.097 0.097 0.084 0.090 -0.105 -0.094 -0.085 -0.094 -0.093 -0.115 0.097 0.100 0.106 0.102 0.103 0.089 -0.094 -0.094 -0.102 -0.103 -0.097 -0.091 0.090 0.101 0.098 0.097 0.099 0.092 -0.089 -0.076 -0.089 -0.108 -0.112 -0.106 0.070 0.093

=====

Which value of DFT total energy does entry 2 give?
-68965.82642 eV